Entry 1:
DFT (ωB97M-V/def2-TZVPD) results for 11 unconnected molecules or ions with the total composition C6H32O10 in a non-equilibrium geometry.

```
! wB97M-V def2-TZVPD RIJCOSX def2/J DEFGRID3
* xyz -1 2
H -0.373 1.259 -4.773
H -4.130 -2.234 -0.873
H -2.534 -1.062 -0.169
H -4.335 0.338 3.053
H -1.935 -1.264 2.201
C -3.302 -0.880 0.573
H -5.347 -1.055 -0.067
H 2.323 1.985 1.472
H -3.909 2.951 3.183
O 0.404 1.156 -4.182
H -2.627 0.015 -1.833
H 0.957 3.123 -1.847
O 2.282 2.368 0.604
C -3.315 0.289 2.770
H -4.916 -2.497 0.672
H -2.968 -2.678 -1.902
H -1.683 -2.556 -2.496
H 4.156 -1.854 -1.878
O 2.408 -1.105 4.283
H 2.542 -1.253 3.335
C -2.860 2.767 3.135
H 2.827 3.031 0.619
C -2.435 1.311 2.777
C -4.493 -1.686 -0.075
O 2.155 -2.961 0.201
H 2.211 -2.289 -0.533
H 1.895 0.842 -2.360
H -2.396 3.506 2.359
O 5.236 0.071 1.089
O 2.825 0.623 -2.483
H -3.508 -1.805 2.423
H -2.402 2.857 4.086
H 4.715 0.675 1.527
O 0.842 3.644 -2.663
H 3.260 -0.651 -1.666
O -1.620 -0.188 -2.100
H 1.490 4.327 -2.810
H -1.354 1.229 2.661
H 2.646 0.227 -3.372
C -3.019 -1.058 2.039
H 1.486 -2.735 0.778
O 3.619 -1.394 -1.190
H -1.769 -0.257 -3.105
H -3.596 0.123 0.566
H 1.511 -1.191 4.391
O -2.070 -3.186 -1.928
H 0.765 2.176 -4.229
H 4.906 0.035 0.226
*
```

The calculation puts the energy above the lowest of the compared OMol25 structures with the same formula, charge and spin at 61.89 kcal per mole. Its expectation value of S² is 0.751. The value obtained for the orbital gap (alpha / beta) is 0.0848 / 0.3432 hartree. The value obtained for the lowest unoccupied orbital energy (alpha / beta) is 0.08764 / 0.08189 hartree.

***

Entry 2:
DFT (ωB97M-V/def2-TZVPD) results for a molecular structure, C6H32O11Y in a non-equilibrium geometry.

```
! wB97M-V def2-TZVPD RIJCOSX def2/J DEFGRID3
* xyz 1 1
H 2.152 -10.884 33.364
H -2.922 -14.526 33.989
O -2.500 -12.221 26.093
H -4.118 -13.640 29.395
H -4.010 -12.224 28.260
H -2.552 -13.177 26.069
H -1.665 -15.147 27.299
H -0.782 -12.462 30.911
H 0.797 -14.141 32.723
H 2.470 -9.310 32.744
H 1.318 -11.529 31.068
H -2.446 -12.007 27.024
H -1.509 -15.541 25.846
O -7.256 -12.286 31.645
O -1.191 -9.020 31.200
H -5.677 -9.107 31.701
H -2.200 -9.395 26.662
C -2.339 -12.243 29.451
H -1.286 -9.778 31.777
H -7.367 -12.096 30.714
O 1.571 -9.771 30.151
O -1.315 -9.031 26.641
C 1.799 -10.161 32.628
H -6.353 -12.033 31.836
O -6.124 -9.999 28.113
O 0.194 -14.559 33.337
Y -0.429 -9.142 28.835
H 3.978 -10.265 31.030
O -2.397 -15.174 33.520
H -1.509 -14.817 33.530
C -1.867 -12.545 30.843
O -5.510 -9.656 30.935
H -1.782 -12.794 28.693
H -4.476 -11.973 29.905
H -1.610 -8.303 31.675
H -2.379 -11.863 31.521
O -2.020 -10.936 28.895
C -3.841 -12.593 29.272
H 3.368 -11.681 29.993
O -2.072 -15.043 26.439
H 0.644 -14.517 34.181
H -2.273 -13.533 31.057
C 3.378 -11.172 30.957
H 3.682 -11.999 31.599
H -1.183 -8.775 25.728
H -6.109 -10.248 27.189
H -4.812 -9.203 30.462
H 0.804 -9.814 32.910
C 1.970 -10.664 31.185
H -5.279 -10.293 28.455
*
```

The calculation puts the energy above the lowest of the compared OMol25 structures with the same formula, charge and spin at 2.43 kcal per mole. The value obtained for the orbital gap is 0.2522 hartree. The value obtained for the lowest unoccupied orbital energy is -0.19817 hartree.

***

Entry 3:
DFT (ωB97M-V/def2-TZVPD) results for 10 unconnected molecules or ions with the total composition C6H34N2O9 in a non-equilibrium geometry.

```
! wB97M-V def2-TZVPD RIJCOSX def2/J DEFGRID3
* xyz 0 1
H -1.571 2.630 -0.334
H 0.099 -0.271 0.748
O -0.327 3.446 3.163
H -0.252 -3.436 -1.183
C 1.266 2.354 -1.379
O -1.790 -2.895 0.568
H 1.823 2.939 2.315
H 2.553 1.579 2.740
H -0.359 -1.053 -3.176
H -1.297 -2.078 0.400
H -3.459 -1.255 1.530
H 3.444 2.654 1.725
C 0.624 -1.162 -2.796
C 2.509 2.139 1.932
O 3.435 -1.009 -0.938
O -3.908 -2.023 1.899
H 2.540 -3.344 0.305
H -2.738 0.085 2.771
H 4.214 -0.464 -0.886
C 0.658 0.314 1.578
H 0.672 -4.622 -0.796
H 2.571 -0.484 -1.210
H 2.282 0.567 0.198
H -0.043 1.037 2.162
N 0.882 2.106 -0.023
C 0.765 1.198 -2.345
H 1.130 -0.529 2.225
H -0.281 1.545 -2.739
H 0.760 3.033 0.444
H 0.758 -2.208 -2.245
H -2.519 0.780 1.396
C 1.731 1.283 0.883
H -2.765 3.152 0.633
N 0.806 -0.149 -1.792
O -2.265 2.427 0.304
H 1.435 -1.141 -3.538
H 2.131 -2.199 -0.466
O -2.039 0.462 2.205
H 2.325 2.526 -1.641
H -2.880 0.283 -3.104
H -3.339 0.096 -1.613
O -2.518 0.103 -2.182
H -3.531 -2.556 1.173
H -0.597 2.489 2.994
O -0.037 -4.334 -1.354
H 0.790 3.297 -1.683
H -1.020 3.961 2.947
H -1.191 -3.615 0.554
O 1.915 -3.046 -0.261
H -0.031 -0.204 -1.222
H 1.496 1.306 -3.197
*
```

The calculation puts the energy above the lowest of the compared OMol25 structures with the same formula, charge and spin at 129.08 kcal per mole. The SMILES is CNCCNC(C)C.O.O.O.O.O.O.O.O.O. The value obtained for the orbital gap is 0.3235 hartree. The value obtained for the lowest unoccupied orbital energy is -0.00055 hartree.

***

Entry 4:
DFT (ωB97M-V/def2-TZVPD) results for 11 unconnected molecules or ions with the total composition C6H34N6O11 in a non-equilibrium geometry.

```
! wB97M-V def2-TZVPD RIJCOSX def2/J DEFGRID3
* xyz 0 1
H -1.574 0.426 1.068
H -1.075 4.576 -2.236
H -1.767 1.283 2.973
O -0.552 -2.230 -3.841
H -0.510 -3.831 -1.886
H -0.125 -5.180 -0.855
H 1.738 5.130 0.701
H 1.282 0.214 -0.758
H 0.143 3.523 -0.341
H 0.185 -0.808 4.360
H -0.319 1.676 2.639
O -3.513 -2.436 -0.079
O -2.311 -1.778 4.766
H -2.282 -1.123 0.559
H 1.953 0.537 3.222
O 1.411 5.019 -0.194
C -0.687 5.256 0.863
N -0.256 -1.474 3.762
N -1.551 -0.428 0.513
C 0.018 4.609 -0.345
O 2.198 -5.505 -1.760
C -0.539 -0.501 -0.373
H 0.752 -3.503 -3.780
N 0.087 -4.590 -1.638
C 1.318 -4.777 -2.223
H -0.743 -1.717 -3.027
N -1.756 -2.980 2.933
H -3.246 -2.293 -0.996
N 1.453 -4.165 -3.416
O 1.342 -2.724 1.081
O 1.387 1.317 3.264
H 3.194 -0.578 -1.652
C -1.490 -2.077 3.894
H 0.426 1.173 0.454
H 0.125 -1.720 -4.297
H 2.431 -0.095 -2.887
H 0.042 -1.597 2.807
H 0.460 5.306 -2.413
H 1.188 -2.377 0.190
H 2.226 -3.103 1.046
O 2.578 0.102 -1.953
C -0.344 5.176 -1.690
H 1.476 3.228 -1.874
H -1.045 -3.152 2.242
H -1.752 5.014 0.874
H -0.583 6.334 0.749
H 1.856 1.766 -2.157
O 1.651 2.609 -2.592
H 2.285 -4.391 -3.930
H -4.011 -3.260 -0.096
O -1.240 1.781 2.333
N 0.459 0.395 -0.174
H -0.750 6.176 -1.520
H -0.257 4.896 1.796
O -0.479 -1.318 -1.314
H -2.541 -3.575 3.123
H 1.636 1.761 4.083
*
```

The calculation puts the energy above the lowest of the compared OMol25 structures with the same formula, charge and spin at 0.00 kcal per mole. The SMILES is NC(N)=O.NC(N)=O.NC(N)=O.CC(C)O.O.O.O.O.O.O.O. The value obtained for the orbital gap is 0.3382 hartree. The value obtained for the lowest unoccupied orbital energy is -0.01168 hartree.

***

Entry 5:
DFT (ωB97M-V/def2-TZVPD) results for 11 unconnected molecules or ions with the total composition C6H34O11 in a non-equilibrium geometry.

```
! wB97M-V def2-TZVPD RIJCOSX def2/J DEFGRID3
* xyz 0 1
C -2.306 -0.669 0.020
O 1.566 0.901 -2.601
H -1.301 -0.153 1.894
H 0.474 0.356 -5.413
O 1.495 -2.057 -3.113
H -2.432 -2.855 -2.151
H 3.485 2.687 -0.997
H 0.749 0.358 -2.709
H 0.970 2.001 2.888
H -1.029 2.869 3.869
C -0.950 1.320 0.380
H -0.322 1.882 1.094
H 2.241 2.848 0.861
O 0.687 -3.846 -0.971
H 0.041 1.752 -5.066
H 2.279 -1.578 -3.407
H 1.377 1.475 4.323
H 0.863 -0.947 2.691
H 1.137 -4.566 -1.419
O -1.918 2.771 4.233
C 1.235 -0.877 1.671
H 1.713 -2.409 -2.239
H -2.259 -0.134 -0.935
H 0.622 -0.633 -0.395
H -3.203 -0.307 0.535
H -0.157 -3.685 -1.421
H -3.493 -2.411 -0.421
H -2.022 -2.799 0.486
O -1.769 -2.501 -1.552
H -0.430 0.122 4.352
H -1.913 1.863 0.393
C 0.180 -0.951 0.567
O 0.654 1.811 3.797
H 1.694 0.121 1.663
C -2.434 -2.162 -0.293
H -0.096 -1.181 -3.486
H -1.792 -0.495 4.212
O 2.546 2.901 -1.000
H 2.251 2.266 -1.696
C -1.076 -0.142 0.806
H 1.746 3.738 2.120
H -0.535 1.533 -0.602
O -0.783 -0.559 -3.178
H -0.051 -1.998 0.416
H -1.969 1.829 4.443
O 2.114 2.901 1.825
O 0.831 1.200 -5.120
H -1.151 -1.007 -2.393
H 1.698 1.243 -3.528
H 1.953 -1.707 1.686
O -1.211 -0.121 4.879
*
```

The calculation puts the energy above the lowest of the compared OMol25 structures with the same formula, charge and spin at 31.80 kcal per mole. The SMILES is CC[C@@H](C)CCO.O.O.O.O.O.O.O.O.O.O. The value obtained for the orbital gap is 0.3754 hartree. The value obtained for the lowest unoccupied orbital energy is 0.00350 hartree.

***

Entry 6:
DFT (ωB97M-V/def2-TZVPD) results for 12 unconnected molecules or ions with the total composition C6H35NO11 in a non-equilibrium geometry.

```
! wB97M-V def2-TZVPD RIJCOSX def2/J DEFGRID3
* xyz 0 1
H -3.604 2.099 0.710
O -3.751 2.403 1.638
H -4.020 0.402 2.122
H -3.811 -2.083 0.956
H 1.318 2.553 -1.566
O -3.794 -1.840 0.005
H 2.391 -2.046 2.781
C -0.434 -1.377 -2.071
C 1.059 -1.348 -1.430
O 0.377 -3.642 0.851
H -2.812 2.447 1.822
H 1.118 3.447 0.661
H -4.331 -1.037 0.199
H -1.130 -0.904 0.207
O 2.815 -1.423 2.145
H -1.867 3.931 -0.335
H -0.591 -0.093 2.514
O -1.854 3.017 -0.637
O 4.103 -1.178 -1.179
H 3.529 -1.119 2.648
O 0.893 -2.821 3.440
O 3.381 2.001 -0.456
H -0.691 1.204 -4.259
H 0.611 -3.474 2.731
H 0.124 0.955 1.719
C -0.993 -0.060 -2.340
H 2.622 1.622 -0.138
C -0.226 0.498 -3.543
O 0.740 3.049 -1.021
H 1.700 -0.755 -2.060
O 0.834 3.114 1.578
H 1.373 -2.346 -1.246
N -0.501 0.263 1.580
H -0.164 -4.280 0.407
H 3.428 -1.007 -1.837
H -0.496 -2.236 -2.706
H 4.186 1.768 -0.860
C 0.973 -0.722 -0.127
H -0.093 -0.244 -4.284
H 1.122 3.630 2.260
H -2.628 0.055 1.969
H 0.268 -2.053 3.264
H -0.032 3.293 -1.429
H -2.115 -0.121 -2.391
H -1.322 2.604 0.064
H 1.327 -3.603 0.727
O -3.360 0.003 2.637
H -0.898 0.693 -1.626
H 0.767 0.862 -3.366
H 3.684 -1.286 -0.303
H -1.023 -1.783 -1.178
H 1.943 -0.397 0.257
C -0.147 -0.633 0.497
*
```

The calculation puts the energy above the lowest of the compared OMol25 structures with the same formula, charge and spin at 132.96 kcal per mole. The SMILES is CCCC/C=C/N.O.O.O.O.O.O.O.O.O.O.O. The value obtained for the orbital gap is 0.3364 hartree. The value obtained for the lowest unoccupied orbital energy is 0.00715 hartree.

***

Entry 7:
DFT (ωB97M-V/def2-TZVPD) results for 13 unconnected molecules or ions with the total composition C6H35NO12 in a non-equilibrium geometry.

```
! wB97M-V def2-TZVPD RIJCOSX def2/J DEFGRID3
* xyz 0 1
H -2.699 3.365 -0.972
C -2.237 -0.344 2.699
H -2.441 -2.781 -3.619
H 1.303 1.033 -2.606
O 0.644 2.891 0.078
O 4.751 -0.466 0.794
H 3.858 -0.385 0.446
C -0.473 -1.863 3.630
O 3.402 -0.629 -1.458
H 0.900 0.440 3.499
O 4.786 3.121 -0.688
O -0.221 1.373 -3.850
C -0.419 -1.131 0.189
O -1.777 3.553 -0.831
H 2.242 0.240 4.400
H 1.646 1.973 -1.344
H 3.160 0.268 -1.870
H -0.638 -1.070 -1.785
H -3.429 1.297 -3.328
H -3.253 -0.750 3.073
O 1.964 1.488 -2.108
H 0.182 -2.728 3.436
H 5.134 0.397 0.893
O -1.902 -3.572 -3.493
H -0.906 -0.110 0.183
O 1.029 -4.016 1.068
H -1.299 2.821 -1.280
C -2.127 0.941 2.316
N -0.684 -1.830 -1.093
H -1.916 -3.470 -2.517
H -2.215 -2.212 0.878
H 4.101 2.791 -1.269
C -1.238 -1.982 1.267
H 4.727 2.601 0.108
C -1.123 -1.295 2.631
H -3.313 1.037 0.685
H -3.107 0.844 -1.843
H 0.307 2.129 -4.089
H -0.286 3.199 0.110
H 1.059 3.768 0.139
H -1.210 1.385 2.015
H 1.472 -3.515 0.351
H -2.862 1.715 2.460
H -0.472 -1.570 4.668
O -3.267 0.623 -0.167
H -2.812 -0.229 -0.083
O 1.253 0.110 4.339
H 0.640 -1.051 0.422
H -0.800 -3.074 1.325
H -1.199 1.340 -3.563
H -0.093 -2.641 -1.242
H 1.589 -3.737 1.823
H 2.996 -1.283 -2.065
O -2.727 0.993 -2.761
*
```

The calculation puts the energy above the lowest of the compared OMol25 structures with the same formula, charge and spin at 143.65 kcal per mole. The value obtained for the orbital gap is 0.3474 hartree. The value obtained for the lowest unoccupied orbital energy is -0.00424 hartree.

***

Entry 8:
DFT (ωB97M-V/def2-TZVPD) results for 12 unconnected molecules or ions with the total composition C6H36NO12 in a non-equilibrium geometry.

```
! wB97M-V def2-TZVPD RIJCOSX def2/J DEFGRID3
* xyz -1 1
H -1.404 4.490 -0.713
H 2.792 -1.451 2.352
H -4.205 0.243 1.269
H 0.221 -1.565 -3.908
H -1.552 2.621 -2.325
O -1.910 -2.612 -0.003
H 0.132 3.888 -0.086
O 3.044 -2.885 1.347
N 0.401 1.934 -2.079
H -2.173 -2.127 2.924
H 0.076 4.546 -1.724
O -3.585 -0.526 -1.561
O -2.769 -1.601 2.367
H -0.507 1.629 1.924
C -0.491 3.959 -0.987
C 1.446 -0.062 -2.977
H 0.999 -2.166 -2.480
O -0.138 -1.378 3.251
H 3.191 0.465 -0.358
H -1.934 1.176 3.167
O 0.348 -3.225 1.365
O 1.592 0.819 0.080
H -0.582 -0.524 2.953
H 4.240 0.593 -1.471
O -3.664 0.871 0.771
C 1.166 -1.520 -3.341
C -0.803 2.562 -1.530
C 0.668 -0.054 -0.561
H 1.110 1.498 0.705
H 0.927 2.028 2.583
H -0.378 -3.079 0.716
O -1.583 0.759 2.370
H 1.412 0.557 -3.896
C 0.389 0.463 -1.994
H 1.138 -1.028 -0.590
H -1.318 1.967 -0.722
H -2.352 -2.270 0.812
H 0.134 -2.647 2.141
H -2.786 0.904 1.269
H -2.323 -0.695 2.334
H -3.147 0.112 -2.131
O 2.380 -0.607 2.651
H -2.216 -1.984 -0.685
H -0.249 -0.100 0.033
H 1.195 2.303 -1.567
H -0.590 0.136 -2.353
H 3.275 -2.400 0.541
H 1.962 -1.974 -3.936
H 0.810 -1.112 3.129
H 2.484 0.035 -2.588
H -3.634 -0.040 -0.703
H 2.093 -3.140 1.244
O 4.083 0.143 -0.638
O 0.397 2.229 1.801
H 2.187 -0.157 1.809
*
```

The calculation puts the energy above the lowest of the compared OMol25 structures with the same formula, charge and spin at 0.00 kcal per mole. The value obtained for the orbital gap is 0.3391 hartree. The value obtained for the lowest unoccupied orbital energy is 0.10676 hartree.